(1)
Molecular formula: C2H10N3
Method: DFT, ωB97M-V/def2-TZVPD

Results
Orbital gap ... 9.3 eV
E_HOMO ... -0.4704 Ha
Energy relative to the best compared isomer or geometry (same formula, charge and spin) ... 30.1 kcal per mole
Charge ... +1
Strongest force on any atom ... 0.614 eV/Å

The geometry in XYZ format:
```
15
Properties=species:S:1:pos:R:3:forces:R:3
N -2.1974 -1.9087 -0.5765 0.3287 0.2009 0.4780
H -2.6763 -1.7321 0.3044 0.0013 -0.0428 -0.1043
H -2.7572 -2.6015 -1.0565 -0.0081 0.0225 -0.1991
H -1.3199 -2.3641 -0.3291 -0.2137 -0.0990 -0.0726
C 0.4015 1.0721 -0.5036 -0.1523 -0.2189 0.0772
C 0.7521 0.5269 0.6759 0.1022 -0.0299 0.2165
N 2.0898 0.8031 1.2397 0.0260 0.5128 -0.0052
N -0.7214 0.7808 -1.1746 0.1761 0.0610 0.1085
H 1.0389 1.8276 -0.9531 0.1042 -0.0989 -0.1311
H 0.1538 -0.1104 1.3051 -0.0307 -0.1043 -0.1410
H 2.5771 -0.0586 1.4827 0.0434 -0.1018 -0.0046
H 2.6683 1.2804 0.5442 0.0179 -0.0268 0.0575
H 2.0861 1.3973 2.0797 -0.1205 -0.1291 -0.1229
H -1.2641 -0.0459 -0.9304 -0.1890 -0.0248 -0.1520
H -0.8312 1.1331 -2.1077 -0.0855 0.0791 -0.0048
```
Positions in Å, forces in eV/Å.

=====

(2)
Molecular formula: C4H8O2
Method: DFT, ωB97M-V/def2-TZVPD

Results
Orbital gap ... 10.8 eV
E_HOMO ... -0.3624 Ha
Energy relative to the best compared isomer or geometry (same formula, charge and spin) ... 37.2 kcal per mole
Charge ... 0
Strongest force on any atom ... 1.714 eV/Å

The geometry in XYZ format:
```
14
Properties=species:S:1:pos:R:3:forces:R:3
O 0.9833 -0.9465 -1.5140 -0.2463 0.0086 0.0237
C 0.6077 0.2191 -0.8154 -0.5656 0.3937 0.3093
C -0.9321 0.0925 -0.4784 0.1620 0.3123 0.0236
C -0.9332 -0.1492 1.0418 -0.2584 0.1479 0.0648
O 0.3823 -0.5463 1.3719 0.0310 0.0387 0.1745
C 1.2234 0.2667 0.5805 0.1085 0.1739 -0.1121
H 0.0978 -1.3049 -1.5058 0.3804 -1.4599 -0.8128
H 0.8525 1.1015 -1.4229 -0.1183 -0.0875 0.2247
H -1.4634 -0.7446 -0.9825 0.6401 0.3230 -0.0204
H -1.4673 0.9869 -0.7950 -0.0632 0.0684 0.2645
H -1.6065 -0.9416 1.3822 0.0488 0.1871 -0.1556
H -1.1935 0.7847 1.5591 0.0493 -0.0748 0.0997
H 1.2075 1.3103 0.9367 0.0395 -0.1029 0.0937
H 2.2415 -0.1285 0.6418 -0.2078 0.0715 -0.1777
```
Positions in Å, forces in eV/Å.

=====

(3)
Molecular formula: C23H30F24NO5
Method: DFT, ωB97M-V/def2-TZVPD

Results
Orbital gap ... 10.2 eV
E_HOMO ... -0.4847 Ha
Energy relative to the best compared isomer or geometry (same formula, charge and spin) ... 0.0 kcal per mole
Charge ... +1
Strongest force on any atom ... 3.075 eV/Å

The geometry in XYZ format:
```
83
Properties=species:S:1:pos:R:3:forces:R:3
C -0.1658 0.0587 0.8576 -0.2256 0.4001 0.2727
C -0.3439 1.4467 1.4901 0.1818 -0.2945 -0.5394
C -1.4182 2.2820 0.8339 -0.5642 -0.0215 0.0947
C -2.7914 1.6596 0.9928 0.7509 -0.1897 -0.1486
N -3.8854 2.6709 0.8500 -0.4639 -0.5555 0.9723
C -5.2304 2.1151 1.2754 -0.1185 -0.5939 -0.9824
C -6.2911 2.3037 0.2045 0.1196 0.3788 0.7296
C -7.6217 1.7431 0.6980 0.1619 -0.1523 0.1598
C -7.6447 0.2349 0.7488 -1.8260 -1.7547 -1.7212
O -8.2628 -0.4267 -0.0798 1.8436 1.4777 1.9687
O -6.9012 -0.3808 1.7368 -0.2595 0.0652 -0.4175
H 0.8540 -0.0713 0.5536 0.3721 -0.1796 -0.2406
H -0.3847 -0.7199 1.5678 -0.1449 -0.4184 0.1556
H -0.7949 -0.0665 -0.0142 -0.1785 -0.1252 -0.2709
H -0.5448 1.3789 2.5509 0.0092 -0.0409 0.3478
H 0.5825 1.9840 1.3671 0.3383 0.2961 0.1870
H -1.4405 3.2519 1.3159 0.1165 0.4177 -0.0050
H -1.2198 2.4084 -0.2226 0.2121 0.2541 -0.2677
H -2.8648 1.2132 1.9720 -0.3481 0.0286 0.4518
H -2.9498 0.8693 0.2746 -0.3012 -0.1614 -0.2717
H -3.9337 3.0301 -0.1008 0.1251 0.1851 -0.0312
H -3.6595 3.4219 1.4978 0.1416 0.4122 -0.3552
H -5.5499 2.5506 2.2060 0.1641 0.3866 0.3610
H -5.1042 1.0565 1.4259 0.2792 -0.3052 0.2289
H -5.9809 1.8505 -0.7277 0.0265 -0.1169 -0.3252
H -6.4179 3.3714 0.0769 -0.1316 0.3162 -0.4040
H -7.8211 2.1724 1.6765 -0.0979 -0.0389 0.2861
H -8.4260 2.0434 0.0520 -0.2596 0.1122 -0.3456
H -7.2135 -0.1301 2.6148 0.0510 0.1446 0.0508
C 4.0375 -3.2721 1.9209 0.4539 -0.4204 -0.2498
C 3.1616 -2.0316 1.6678 -0.3099 -0.4369 0.1369
C 3.4010 -0.7915 2.5305 0.0849 0.3180 0.0459
F 3.1372 -1.0192 3.8273 -0.0343 -0.2283 0.0679
F 2.5604 0.2008 2.1192 0.1249 -0.0694 -0.0127
F 1.8549 -2.3756 1.7123 0.0007 0.0547 0.0983
F 3.4229 -1.6285 0.3912 0.1570 0.0976 -0.0326
O 3.4727 -4.3346 2.6776 -0.3987 0.4986 0.2659
C 3.5772 -4.4118 4.0469 0.4048 -0.0542 -0.4150
C 2.1962 -4.4256 4.7063 -0.2251 -0.0808 0.1376
F 1.5295 -3.2832 4.4345 0.0835 0.0927 -0.0445
F 2.3446 -4.5177 6.0455 0.0384 0.0060 -0.0420
F 4.3663 -3.4505 4.5613 -0.1570 0.1094 -0.0705
F 4.1595 -5.5947 4.3379 -0.0062 -0.0480 0.0514
H 4.1773 -3.7130 0.9343 -0.0977 0.1398 0.2092
H 5.0332 -3.0041 2.2738 -0.0953 0.1862 0.2200
H 4.4286 -0.4344 2.4286 0.0032 -0.0412 -0.0394
H 1.6118 -5.2735 4.3442 0.0564 -0.0189 -0.0211
C 2.0586 5.5959 -3.1886 0.0430 -0.3818 -0.4542
C 2.8394 6.8184 -2.6679 -0.5270 0.1840 -0.0078
C 3.6623 6.6557 -1.3868 0.3081 0.0773 0.1070
F 2.8736 6.3730 -0.3276 -0.2111 -0.1161 -0.0865
F 4.2967 7.8172 -1.1263 -0.0453 -0.0078 -0.0715
F 2.0015 7.8700 -2.5480 -0.0071 -0.0492 0.1183
F 3.7391 7.1275 -3.6387 0.1494 -0.1401 -0.0354
O 0.6577 5.5432 -2.9218 0.0910 0.3151 0.5652
C 0.1341 4.9621 -1.8039 0.3953 -0.0789 -0.5322
C -0.6731 5.9694 -0.9827 -0.1357 0.2663 0.0686
F 0.0995 6.9670 -0.5410 0.1623 -0.0728 0.0447
F -1.1912 5.3231 0.1044 -0.1068 0.0126 -0.0638
F 1.0512 4.3304 -1.0515 0.0232 0.1281 0.0446
F -0.7503 4.0100 -2.2148 -0.1193 -0.0703 0.0421
H 2.1053 5.6835 -4.2721 -0.0323 0.0835 -0.0085
H 2.5556 4.6578 -2.9460 0.0076 0.0362 0.2899
H 4.4114 5.8673 -1.5019 -0.0483 -0.0306 -0.0182
H -1.4865 6.3882 -1.5784 -0.0167 -0.1080 -0.0262
C 2.1411 -5.5942 -3.9049 0.0013 -0.3005 -0.5336
C 2.9315 -4.6620 -2.9665 -0.5050 0.2314 -0.0743
C 3.4657 -5.2462 -1.6577 0.2563 -0.0729 0.1960
F 2.4754 -5.6399 -0.8394 -0.2324 -0.0157 -0.0916
F 4.1653 -4.2783 -1.0013 0.0073 -0.0831 -0.3532
F 2.2099 -3.5492 -2.7112 -0.0215 -0.0479 0.1049
F 4.0360 -4.2718 -3.6616 0.1421 -0.1351 -0.0218
O 0.7241 -5.5006 -3.8952 0.0651 0.2501 0.6645
C -0.0638 -6.2568 -3.0568 0.3501 -0.1752 -0.4747
C -0.9113 -5.3670 -2.1443 -0.1953 0.1182 0.1124
F -0.1247 -4.6098 -1.3527 0.1232 -0.0356 0.0117
F -1.6801 -6.1472 -1.3532 0.0327 -0.0072 -0.0383
F 0.6446 -7.1598 -2.3563 0.0632 0.1807 0.0828
F -0.9243 -6.9486 -3.8334 -0.0746 -0.0145 0.0066
H 2.4110 -5.2613 -4.9055 0.0049 0.0820 0.0096
H 2.4821 -6.6265 -3.8346 -0.0114 -0.0227 0.2825
H 4.1360 -6.0886 -1.8449 -0.0060 0.0177 -0.0551
H -1.5495 -4.7131 -2.7418 0.0121 -0.0486 -0.0505
```
Positions in Å, forces in eV/Å.

=====

Question: Which of these has the lowest strongest force on any atom?
Answer: C2H10N3